Entry from the Open Molecules 2025 dataset: C4H8N2O in the gas phase in a non-equilibrium geometry (ωB97M-V with the def2-TZVPD basis set).

Structure (XYZ):
```
15
C4H8N2O | the Open Molecules 2025 dataset | ωB97M-V with the def2-TZVPD basis set
H 1.3252 2.5676 -0.7056
C 0.3549 0.8056 -0.4191
C -0.9413 1.1861 -0.5178
H -1.2149 2.2270 -0.4218
N -0.2540 -1.4831 0.1142
H -0.9315 -2.0368 1.9751
H 1.7091 -2.0367 -0.9031
H -1.0684 -0.2714 1.6680
H -2.1654 -1.4272 0.8759
H 2.3305 1.2312 -0.4718
C 0.5997 -0.6266 -0.3116
O 1.6965 -1.0715 -0.9712
N 1.4373 1.6592 -0.2807
C -1.1406 -1.2705 1.2233
H -1.7371 0.5472 -0.8536
```

Output
* E_tot: -9304.2724 eV
* total charge: 0
* lowest unoccupied orbital energy: 0.861 eV
* M: 100.121 g/mol
* highest occupied orbital energy: -8.45 eV
* HOMO-LUMO gap: 9.3 eV
* relative energy (zero: lowest compared OMol25 entry of this formula, charge and spin): 48.9 kcal per mole

Entry from the Open Molecules 2025 dataset: a molecular structure, BrNi in a non-equilibrium geometry (ωB97M-V with the def2-TZVPD basis set).

Structure (XYZ):
```
2
BrNi | the Open Molecules 2025 dataset | ωB97M-V with the def2-TZVPD basis set
Br 0.1876 -1.0885 0.4719
Ni -0.1876 1.0885 -0.4719
```

Output
* E_tot: -111075.0610 eV
* total charge: +1
* spin multiplicity: 3
* lowest unoccupied orbital energy (alpha / beta): -7.842 / -9.192 eV
* M: 138.597 g/mol
* highest occupied orbital energy (alpha / beta): -16.66 / -16.15 eV
* HOMO-LUMO gap (alpha / beta): 8.8 / 7.0 eV
* relative energy (zero: lowest compared OMol25 entry of this formula, charge and spin): 11.2 kcal per mole

Entry from the Open Molecules 2025 dataset: a molecular structure, C9H25CrO11 in a non-equilibrium geometry (ωB97M-V with the def2-TZVPD basis set).

Structure (XYZ):
```
46
C9H25CrO11 | the Open Molecules 2025 dataset | ωB97M-V with the def2-TZVPD basis set
O -2.0333 1.6513 0.8257
H 0.0185 2.2675 -3.0641
H 0.9709 0.6475 5.2335
H -1.7779 -4.3698 -0.0271
O -0.8450 0.5007 4.2303
C -2.9751 -0.5465 1.0155
O -0.9157 1.1329 -4.4849
C 0.2182 0.5326 3.6230
C 1.8663 2.8359 -0.2458
C 0.2058 1.3735 -3.6808
H -0.0412 3.2379 -0.3243
H 1.1594 -2.3327 1.4376
O -1.2355 -3.6269 -0.3092
H 2.8670 2.0773 1.5693
H 2.0541 -3.1934 -0.3768
O 0.8791 -1.8545 0.6490
O -1.6962 -1.0168 0.5139
H 3.7559 2.0182 0.0429
H 1.6023 0.3215 -2.4123
H 0.8833 -2.3658 -1.3970
C 2.7668 1.9057 0.4993
C 0.5791 0.2338 -2.7673
O 0.3826 0.4842 2.3662
H 1.9768 2.8037 -1.3327
O 0.4672 2.4993 0.0225
C -2.8549 0.8016 1.6480
H -1.7230 1.0909 -3.9655
C 1.0274 -2.8102 -0.4162
H -1.1420 -0.3115 -1.9492
H -2.0940 2.5582 1.1365
H -1.8249 -1.9415 0.2410
O 1.3788 0.6846 4.3570
H 0.3667 -4.6967 -1.0933
O 2.2797 0.5803 0.2030
C 0.1477 -4.0142 -0.2650
H 0.2940 -4.5723 0.6639
Cr 0.0353 0.3528 0.4035
H -3.6099 -0.4891 0.1222
O -0.3147 0.0755 -1.6458
H 2.9669 -0.0555 0.4219
H -2.4011 0.7540 2.6447
H 1.0789 1.5987 -4.2916
H -3.4156 -1.2651 1.7049
H -3.8408 1.2475 1.7981
H 2.0118 3.8818 0.0325
H 0.5001 -0.6868 -3.3570
```

Output
* E_tot: -60677.4705 eV
* total charge: +1
* spin multiplicity: 5
* lowest unoccupied orbital energy (alpha / beta): -2.557 / -2.561 eV
* M: 361.284 g/mol
* highest occupied orbital energy (alpha / beta): -11.29 / -11.70 eV
* HOMO-LUMO gap (alpha / beta): 8.7 / 9.1 eV
* relative energy (zero: lowest compared OMol25 entry of this formula, charge and spin): 0.0 kcal per mole

Entry from the Open Molecules 2025 dataset: a molecular structure, C25H26Cl2IrNOP2 in a non-equilibrium geometry (ωB97M-V with the def2-TZVPD basis set).

Structure (XYZ):
```
58
C25H26Cl2IrNOP2 | the Open Molecules 2025 dataset | ωB97M-V with the def2-TZVPD basis set
C 1.6491 -4.3733 -1.4513
H -1.0877 -2.8616 1.9689
C 4.5615 -1.3243 -1.5188
C -1.4703 -2.4971 1.0237
C -1.8369 1.6677 -2.4189
H -1.6965 2.7443 3.7840
H -2.7250 1.0631 -2.2474
C 4.2037 -0.0761 -1.0654
H 4.9147 0.7370 -1.0424
C -2.2022 -1.3329 0.9206
H 2.5925 1.1016 -0.2721
H -1.1842 -0.2201 3.6985
C 2.8997 0.1288 -0.6308
Ir -0.0704 -0.3395 0.1042
H -2.1270 2.6793 -2.7014
H 0.0595 3.8217 -1.7705
C -2.8032 -1.8647 -1.4038
O 0.1210 -2.5970 -0.6140
C 2.9511 -4.6550 -1.8901
N 1.9745 -0.8295 -0.6288
C 1.5336 2.0848 2.3027
C -2.0644 -2.9979 -1.3618
P 0.0306 1.1010 2.0485
H -3.4226 -0.0747 -0.3418
C 3.6172 -2.3645 -1.5240
H -2.0361 -3.6833 -2.2008
H 0.5792 -0.3345 3.8812
C -1.9522 2.9454 2.7517
H 1.7688 2.6995 1.4358
C 3.9210 -3.6911 -1.9486
H -0.2624 1.1127 4.4356
C -1.3022 2.2877 1.7131
C 2.3096 -2.0815 -1.0678
C -3.2917 4.1530 1.1617
C -1.1519 -3.2644 -0.2126
H -0.9759 -4.3168 -0.0270
C 0.5394 2.8909 -1.4638
H 3.1860 -5.6642 -2.2019
H 1.3707 2.7366 3.1625
H -2.4641 -0.7727 1.8113
H -1.2699 1.2403 -3.2484
H -3.4506 4.3799 3.2893
C -2.6516 3.4934 0.1197
Cl 0.5174 -5.6662 -1.5025
H 5.5653 -1.5215 -1.8716
H -4.0624 4.8802 0.9436
C -0.2514 0.3410 3.6664
H -2.9405 3.7212 -0.8978
H 1.2286 3.1046 -0.6489
C -2.8188 -0.9729 -0.3032
C -2.9455 3.8767 2.4758
P -0.7647 1.7315 -0.9611
Cl 5.4681 -4.0738 -2.5372
H -3.4100 -1.6521 -2.2748
H 2.3758 1.4245 2.5194
C -1.6550 2.5612 0.3886
H 1.0947 2.4862 -2.3119
C 1.3143 -3.0929 -1.0438
```

Output
* E_tot: -76318.9181 eV
* total charge: +3
* spin multiplicity: 2
* lowest unoccupied orbital energy (alpha / beta): -11.044 / -11.587 eV
* M: 681.560 g/mol
* highest occupied orbital energy (alpha / beta): -16.67 / -16.69 eV
* HOMO-LUMO gap (alpha / beta): 5.6 / 5.1 eV
* relative energy (zero: lowest compared OMol25 entry of this formula, charge and spin): 72.3 kcal per mole

Entry from the Open Molecules 2025 dataset: a molecular structure, C3H5N3 (ωB97M-V with the def2-TZVPD basis set).

Structure (XYZ):
```
11
C3H5N3 | the Open Molecules 2025 dataset | ωB97M-V with the def2-TZVPD basis set
H 1.6620 -2.5518 -0.7076
H -1.1211 1.9499 1.5530
H -1.2088 -1.1583 0.6811
C -0.5485 0.7273 0.1415
N -1.0688 1.9024 0.5435
C 0.8922 -0.8692 -0.6818
N -0.0622 0.2212 -0.9690
N 0.7444 -2.1258 -0.8661
C -0.3534 -0.4796 0.8083
H 1.8763 -0.3922 -0.6087
H -0.8122 2.7762 0.1058
```

Output
* E_tot: -7657.1661 eV
* total charge: 0
* lowest unoccupied orbital energy: 0.073 eV
* M: 83.094 g/mol
* highest occupied orbital energy: -8.31 eV
* HOMO-LUMO gap: 8.4 eV
* relative energy (zero: lowest compared OMol25 entry of this formula, charge and spin): 122.0 kcal per mole

Entry from the Open Molecules 2025 dataset: C8H15NOS2 in the gas phase in a non-equilibrium geometry (ωB97M-V with the def2-TZVPD basis set).

Structure (XYZ):
```
27
C8H15NOS2 | the Open Molecules 2025 dataset | ωB97M-V with the def2-TZVPD basis set
C 0.2447 -2.0020 0.6968
S 0.8220 3.3875 1.5307
C 2.0670 0.8231 1.1443
C 0.4134 0.1800 -0.6902
H -1.8500 0.9615 0.6422
H 2.6409 0.1563 0.5823
C 0.3760 2.3217 0.3055
H -0.5191 -2.6526 1.0775
C -0.5191 -0.7500 0.0874
N 1.0117 1.1168 0.2126
S -0.8401 2.6020 -0.8604
O 1.3515 -0.5175 -1.3716
H 1.8767 0.4385 2.1859
H 0.5525 -2.5296 -0.2289
C -1.5198 -1.5568 -0.8887
H -2.0797 -0.5868 1.6552
H 1.0577 -1.7225 1.3449
C -0.6714 1.0882 -1.7998
H -2.4420 -1.0220 -1.0489
H -1.5262 0.5872 -1.9158
H -0.8957 -1.5308 -1.7757
H -1.7475 -2.4899 -0.3887
H 1.8082 -0.1066 -2.1015
H -0.7144 0.7067 1.8894
H -0.1890 1.1832 -2.7609
C -1.3083 0.0701 1.1101
H 2.5999 1.8441 1.3665
```

Output
* E_tot: -33745.4967 eV
* total charge: 0
* lowest unoccupied orbital energy: 0.377 eV
* M: 205.348 g/mol
* highest occupied orbital energy: -8.25 eV
* HOMO-LUMO gap: 8.6 eV
* relative energy (zero: lowest compared OMol25 entry of this formula, charge and spin): 69.9 kcal per mole

Entry from the Open Molecules 2025 dataset: 2 unconnected molecules or ions with the total composition C4H8O2 in a non-equilibrium geometry (ωB97M-V with the def2-TZVPD basis set).

Structure (XYZ):
```
14
C4H8O2 | the Open Molecules 2025 dataset | ωB97M-V with the def2-TZVPD basis set
O 1.2637 0.1512 -6.1274
C 0.0000 0.0000 0.0000
H 2.0031 1.2624 -4.5125
C 1.2084 0.9473 -0.3804
C 3.6248 0.4339 -5.8353
H -0.9858 0.4524 -0.2005
H 1.0326 1.9820 -0.7627
H 3.7901 -0.5778 -6.2424
C 2.1750 0.6708 -5.4442
H 0.0846 -0.1938 1.0825
H 3.7679 1.1673 -6.6466
H 4.3770 0.6250 -5.0515
H 0.0609 -0.9623 -0.5355
O 2.3070 0.4676 -0.3329
```

Output
* E_tot: -8371.3265 eV
* total charge: 0
* lowest unoccupied orbital energy: 0.805 eV
* M: 88.106 g/mol
* highest occupied orbital energy: -10.02 eV
* HOMO-LUMO gap: 10.8 eV
* relative energy (zero: lowest compared OMol25 entry of this formula, charge and spin): 45.1 kcal per mole

Entry from the Open Molecules 2025 dataset: 2 unconnected molecules or ions with the total composition CH6N2O4P2 in a non-equilibrium geometry (ωB97M-V with the def2-TZVPD basis set).

Structure (XYZ):
```
15
CH6N2O4P2 | the Open Molecules 2025 dataset | ωB97M-V with the def2-TZVPD basis set
C 0.9473 1.1411 -0.7584
O 3.2654 -0.3729 -0.1432
O -1.6572 -0.2846 1.4937
N 1.3751 -0.5865 1.5600
N -3.2647 0.8953 -0.2517
H 1.4503 2.1399 -0.8693
P -2.0934 -0.1515 0.0649
H -3.3464 1.0223 -1.2544
H 0.3719 -0.3929 1.5519
H 0.1041 -1.4337 -0.4720
O 1.0737 -1.5672 -0.7222
H -0.0172 0.9176 -1.3044
O -1.7830 -1.2879 -0.8449
H 1.8110 0.2075 2.0548
P 1.7630 -0.2464 -0.1048
```

Output
* E_tot: -30884.7886 eV
* total charge: -2
* lowest unoccupied orbital energy: 6.793 eV
* M: 172.017 g/mol
* highest occupied orbital energy: 0.72 eV
* HOMO-LUMO gap: 6.1 eV
* relative energy (zero: lowest compared OMol25 entry of this formula, charge and spin): 28.7 kcal per mole